DFT (wB97M-V/def2-TZVPD) results for 2 unconnected molecules or ions with the total composition C5H12NO in a non-equilibrium geometry.

As for the spin multiplicity: 2. Its HOMO-LUMO gap (alpha / beta) is 8.48 / 6.42 eV. For the energy above the lowest of the compared OMol25 structures with the same formula, charge and spin, the calculation gives 62.3 kcal per mole.

Each line ends with the Mulliken spin population.
Atoms and positions in Å:
O -2.75 0.63 -0.94  0.00
N -0.31 0.98 0.70  0.04
C 0.42 1.95 -0.37  0.88
C -0.84 -1.08 1.69  0.00
C -0.10 -0.39 0.70  -0.02
C 0.54 -0.99 -0.50  0.05
C 2.11 -0.94 -0.47  -0.01
H -2.80 0.24 -1.75  0.00
H -0.44 2.46 -0.90  0.04
H 2.62 -1.56 0.26  0.00
H 0.17 -0.29 -1.31  0.00
H -1.72 -0.70 2.23  0.00
H -0.53 1.48 1.56  0.01
H 2.43 0.07 -0.26  0.01
H -1.74 0.86 -0.82  0.00
H 2.52 -1.18 -1.45  0.00
H 0.17 -1.97 -0.46  0.00
H 1.07 2.68 0.29  0.01
H -0.82 -2.23 1.81  0.00